{"formula": "C16H30BrN4PdS2SiTe", "method": "ωB97M-V/def2-TZVPD", "charge": -1, "de_lowest_kcal_mol": 4.9, "orbital_gap_ev": 6.554, "total_energy_ha": -4902.6285, "homo_energy_ha": -0.152, "molar_mass_g_mol": 684.59, "elements": ["Pd", "C", "C", "N", "N", "C", "S", "N", "N", "H", "H", "H", "H", "H", "H", "Te", "C", "C", "C", "C", "S", "H", "H", "H", "C", "Si", "C", "C", "C", "C", "C", "C", "C", "C", "H", "H", "H", "H", "H", "H", "H", "H", "H", "H", "H", "H", "H", "H", "H", "H", "H", "H", "H", "H", "H", "Br"], "positions_angstrom": [[0.6910, -0.7090, -0.2880], [5.4884, -1.7167, -1.4098], [5.0941, -1.3597, -0.0283], [5.8312, -0.7382, 0.8324], [5.0092, -0.5818, 1.9165], [3.7607, -1.0563, 1.7428], [2.4681, -1.0169, 2.7757], [3.8440, -1.6049, 0.4879], [2.7408, -2.0978, -0.1934], [6.5419, -1.4834, -1.5417], [4.9010, -1.1275, -2.1175], [5.3234, -2.7768, -1.6095], [5.3145, -0.0760, 2.7269], [2.8363, -1.8955, -1.1825], [2.5828, -3.0825, -0.0052], [-0.7353, -2.8072, -0.3890], [-1.5712, -2.9429, 1.5325], [-1.0923, -2.4934, 2.7283], [-1.9802, -2.7373, 3.8146], [-3.1225, -3.3714, 3.4317], [-3.1285, -3.6449, 1.7380], [-0.1302, -2.0098, 2.8177], [-1.7679, -2.4580, 4.8379], [-3.9492, -3.6853, 4.0491], [-2.8599, -0.1033, 0.2445], [-1.2395, 0.5330, -0.5093], [-1.6631, 0.8910, -2.3584], [-2.7736, 1.9491, -2.4329], [-0.4664, 1.3760, -3.1781], [-2.1807, -0.3939, -3.0153], [-0.8890, 2.1383, 0.5325], [-2.1976, 2.7764, 1.0219], [-0.0905, 3.2183, -0.2014], [-0.0918, 1.7052, 1.7720], [-3.6415, 0.6573, 0.1711], [-2.7331, -0.3509, 1.3012], [-3.2079, -1.0064, -0.2562], [-2.4456, 2.9116, -2.0351], [-3.6693, 1.6430, -1.8874], [-3.0620, 2.1076, -3.4803], [-0.0415, 2.3028, -2.7924], [-0.7842, 1.5536, -4.2148], [0.3367, 0.6392, -3.1838], [-3.0507, -0.8061, -2.5008], [-1.4104, -1.1672, -3.0291], [-2.4691, -0.1839, -4.0537], [-2.8644, 3.0456, 0.1985], [-1.9633, 3.6959, 1.5735], [-2.7451, 2.1188, 1.6986], [-0.6637, 3.6628, -1.0193], [0.8448, 2.8316, -0.6046], [0.1530, 4.0265, 0.5013], [-0.5703, 0.8751, 2.3015], [-0.0052, 2.5441, 2.4760], [0.9183, 1.3879, 1.5067], [2.5767, 0.8941, -1.2130]], "atomic_forces_ev_per_a": [[0.1, 0.2, -0.2], [0.0, 0.0, 0.0], [0.0, 0.0, 0.0], [0.0, 0.0, 0.0], [0.0, 0.0, 0.0], [0.1, 0.0, -0.1], [0.0, 0.0, 0.1], [0.0, 0.0, 0.0], [0.0, 0.0, 0.0], [0.0, 0.0, 0.0], [0.0, 0.0, 0.0], [0.0, 0.0, 0.0], [0.0, 0.0, 0.0], [0.0, 0.0, 0.0], [0.0, 0.0, 0.0], [0.0, -0.1, 0.0], [-0.1, 0.0, 0.0], [0.0, 0.0, 0.0], [0.0, 0.0, 0.0], [0.0, 0.0, 0.0], [0.0, 0.0, 0.1], [0.0, 0.0, 0.0], [0.0, 0.0, 0.0], [0.0, 0.0, 0.0], [0.0, 0.0, 0.0], [0.1, 0.0, 0.0], [0.0, 0.0, 0.0], [0.0, 0.0, 0.0], [0.0, 0.0, 0.0], [0.0, 0.0, 0.0], [0.0, 0.0, 0.0], [0.0, 0.0, 0.0], [0.0, 0.0, 0.0], [0.0, 0.0, 0.0], [0.0, 0.0, 0.0], [0.0, 0.0, 0.0], [0.0, 0.0, 0.0], [0.0, 0.0, 0.0], [0.0, 0.0, 0.0], [0.0, 0.0, 0.0], [0.0, 0.0, 0.0], [0.0, 0.0, 0.0], [0.0, 0.0, 0.0], [0.0, 0.0, 0.0], [0.0, 0.0, 0.0], [0.0, 0.0, 0.0], [0.0, 0.0, 0.0], [0.0, 0.0, 0.0], [0.0, 0.0, 0.0], [0.0, 0.0, 0.0], [0.0, 0.0, 0.0], [0.0, 0.0, 0.0], [0.0, 0.0, 0.0], [0.0, 0.0, 0.0], [0.0, 0.0, 0.0], [-0.1, -0.1, 0.1]]}